No. 1
A molecular structure, C21H45N3 in a non-equilibrium geometry. Source: OMol25; level of theory: the ωB97M-V functional and the def2-TZVPD basis.

Structure (XYZ):
```
69
Properties=species:S:1:pos:R:3:lowdin_charge:R:1
C -0.875 -5.210 -1.389 -0.069
H -0.600 -5.909 -2.301 0.104
C -0.349 -3.708 -1.897 -0.184
C -0.557 -2.828 -0.747 -0.242
C -2.022 -2.729 -0.408 -0.080
H -2.483 -3.549 0.259 0.125
H -2.768 -2.459 -0.954 0.045
C -2.169 -1.376 0.625 -0.346
C -3.450 -1.477 1.535 -0.146
C -3.237 -2.606 2.711 -0.036
H -2.494 -2.136 3.391 0.092
H -3.229 -3.454 2.196 -0.005
H -4.158 -2.767 3.211 0.046
H -4.243 -1.632 1.038 0.030
H -3.564 -0.546 1.972 0.071
H -1.342 -1.454 1.529 0.185
C -2.125 -0.207 0.067 -0.296
N -1.992 0.988 1.042 -0.016
C -0.462 1.476 1.084 -0.319
N -0.059 2.160 0.135 -0.203
C -0.730 3.400 -0.153 -0.074
H -0.671 4.083 1.024 0.215
C -2.188 3.316 -0.273 -0.803
N -2.375 2.742 -1.514 0.090
H -1.672 2.090 -2.063 0.151
H -3.171 2.382 -1.867 0.040
C -2.913 4.354 -0.265 -0.137
H -2.745 5.176 0.673 0.161
H -4.067 4.347 -0.312 0.141
H -2.516 5.159 -0.970 0.125
C -2.726 2.357 0.707 -0.100
H -2.783 2.757 1.587 0.054
H -3.735 2.003 0.538 0.130
H -0.277 3.842 -0.916 0.077
C 1.389 2.103 0.025 -0.150
H 1.781 3.286 -0.450 0.195
C 2.044 0.974 -0.900 -0.348
C 3.515 0.856 -0.174 -0.239
C 3.798 0.227 0.923 -0.390
C 5.200 0.208 1.266 -0.207
C 5.693 -0.662 2.670 -0.014
H 5.063 -1.519 2.774 0.047
H 5.072 -0.058 3.354 0.070
H 6.636 -0.788 2.705 -0.023
H 5.680 -0.434 0.297 0.148
H 5.910 1.016 1.145 0.093
H 3.461 -0.928 0.966 0.201
H 3.484 0.610 1.750 0.067
H 4.009 0.326 -1.327 0.192
H 3.844 1.894 -0.426 0.131
C 1.760 1.180 -2.274 -0.286
C 1.895 -0.118 -3.073 -0.096
H 1.836 0.078 -4.170 0.077
H 2.946 -0.647 -2.855 0.094
H 1.297 -0.984 -2.534 0.095
H 2.454 1.980 -2.426 0.117
H 0.692 1.447 -2.406 0.118
H 1.432 0.065 -0.327 0.165
H 1.840 2.309 1.072 0.134
H -0.333 1.942 2.377 0.187
H 0.066 0.373 1.178 0.154
H -1.342 -0.048 -0.677 0.110
H -3.087 0.081 -0.529 0.161
H -0.169 -3.185 0.230 0.144
H -0.154 -1.959 -1.010 0.033
H -1.088 -3.532 -2.667 0.115
H 0.534 -3.923 -2.163 0.021
H -1.924 -5.125 -1.092 0.046
H -0.486 -5.630 -0.545 0.015
```

Calculated values
- 2S+1: 1
- HOMO: -8.2 eV
- HOMO-LUMO gap: 8.99 eV
- Molecular weight: 339.6 g/mol
- Strongest force on any atom: 18.36 eV/A

***

No. 2
7 unconnected molecules or ions with the total composition C21H45N3O7 in a non-equilibrium geometry. Source: OMol25; level of theory: the ωB97M-V functional and the def2-TZVPD basis.

Structure (XYZ):
```
76
Properties=species:S:1:pos:R:3:lowdin_charge:R:1
C 1.920 1.421 4.586 -0.048
N 2.344 1.946 3.265 0.008
C 2.103 3.182 2.831 -0.611
C 2.595 3.459 1.441 -0.004
O 1.453 3.996 3.438 0.050
H 1.822 0.335 4.574 0.069
H 0.926 1.826 4.771 0.073
H 2.646 1.661 5.363 0.086
H 2.656 1.257 2.596 0.127
H 3.047 2.582 0.979 0.070
H 3.362 4.233 1.444 0.088
H 1.785 3.815 0.804 0.074
C -2.861 -2.175 -1.061 -0.070
N -2.461 -3.364 -0.371 0.011
C -1.346 -3.407 0.395 -0.580
C -0.931 -4.779 0.969 0.009
O -0.665 -2.443 0.535 0.053
H -3.827 -2.259 -1.558 0.095
H -2.077 -1.894 -1.764 0.075
H -2.913 -1.295 -0.421 0.067
H -2.956 -4.233 -0.515 0.135
H -1.843 -5.290 1.276 0.075
H -0.263 -4.642 1.820 0.077
H -0.400 -5.365 0.219 0.080
C -1.307 -2.588 4.000 -0.079
N -1.904 -1.526 4.773 0.010
C -1.201 -0.770 5.610 -0.579
C -1.930 0.423 6.259 0.006
O -0.034 -0.957 5.871 0.040
H -1.964 -2.705 3.138 0.075
H -1.282 -3.572 4.469 0.088
H -0.331 -2.360 3.570 0.083
H -2.814 -1.181 4.504 0.136
H -2.959 0.098 6.419 0.069
H -1.899 1.284 5.591 0.077
H -1.547 0.651 7.254 0.083
C 1.641 -3.415 -2.389 -0.011
C 2.676 -2.310 -2.642 -0.469
C 2.178 -0.902 -2.636 -0.019
O 3.876 -2.548 -2.744 0.050
H 0.714 -3.218 -2.926 0.071
H 1.372 -3.407 -1.333 0.070
H 1.996 -4.419 -2.621 0.079
H 1.995 -0.637 -1.595 0.082
H 1.312 -0.781 -3.286 0.064
H 3.009 -0.308 -3.016 0.082
C -0.314 0.806 -0.406 -0.025
C -1.420 0.828 0.599 -0.470
C -1.066 0.608 2.068 0.007
O -2.516 1.073 0.130 0.045
H 0.259 1.721 -0.257 0.077
H -0.709 0.667 -1.413 0.071
H 0.285 -0.071 -0.160 0.069
H -1.973 0.573 2.670 0.076
H -0.362 1.282 2.556 0.074
H -0.564 -0.346 2.227 0.065
C -0.473 0.988 -5.463 -0.012
C -1.306 0.046 -4.649 -0.499
C -2.578 0.578 -4.027 -0.014
O -0.958 -1.101 -4.451 0.048
H -1.156 1.698 -5.929 0.089
H 0.064 0.380 -6.191 0.091
H 0.353 1.426 -4.903 0.064
H -3.391 0.217 -4.657 0.096
H -2.590 1.643 -3.795 0.082
H -2.691 0.211 -3.006 0.061
C 2.589 3.586 -4.226 -0.019
C 2.049 2.980 -2.951 -0.469
C 0.646 3.278 -2.600 -0.032
O 2.785 2.446 -2.091 0.030
H 2.555 4.674 -4.292 0.091
H 2.215 3.083 -5.118 0.077
H 3.653 3.353 -4.189 0.082
H 0.155 4.007 -3.244 0.091
H 0.595 3.639 -1.572 0.083
H 0.149 2.310 -2.544 0.058
```

Calculated values
- 2S+1: 1
- HOMO: -9.3 eV
- HOMO-LUMO gap: 9.75 eV
- Molecular weight: 451.6 g/mol
- SMILES: CNC(C)=O.CNC(C)=O.CNC(C)=O.CC(C)=O.CC(C)=O.CC(C)=O.CC(C)=O
- Strongest force on any atom: 3.27 eV/A

***

No. 3
6 unconnected molecules or ions with the total composition C21H45NO10S in a non-equilibrium geometry. Source: OMol25; level of theory: the ωB97M-V functional and the def2-TZVPD basis.

Structure (XYZ):
```
78
Properties=species:S:1:pos:R:3:lowdin_charge:R:1
C -4.909 -2.407 -2.517 -0.238
S -3.978 -1.034 -1.732 0.834
O -5.123 -0.113 -1.352 -0.571
C -3.458 -1.892 -0.207 -0.229
H -5.526 -1.908 -3.258 0.044
H -5.570 -2.751 -1.720 0.029
H -4.300 -3.241 -2.859 0.053
H -2.546 -2.406 -0.528 0.036
H -4.180 -2.603 0.179 0.036
H -3.176 -1.065 0.439 0.050
C 1.223 -3.067 -0.920 -0.310
O 0.010 -3.037 -0.951 0.001
N 1.939 -2.281 -0.073 -0.184
C 3.395 -2.335 0.019 -0.054
C 1.355 -1.495 0.979 -0.051
H 1.863 -3.712 -1.537 0.139
H 3.610 -2.698 1.030 0.090
H 3.836 -1.330 0.039 0.077
H 3.886 -2.832 -0.812 0.088
H 1.559 -1.925 1.971 0.099
H 1.765 -0.487 0.976 0.069
H 0.268 -1.506 0.955 0.079
O -0.435 1.737 3.219 0.124
C 0.170 2.498 2.532 -0.532
O -0.364 3.570 1.866 -0.053
C -1.732 3.906 2.086 -0.224
C -1.891 4.895 3.233 -0.067
C 1.649 2.486 2.279 0.024
H -2.283 3.013 2.391 0.120
H -2.066 4.313 1.135 0.122
H -1.578 4.488 4.194 0.079
H -2.927 5.199 3.398 0.078
H -1.355 5.813 2.981 0.076
H 1.720 1.584 1.661 0.068
H 2.205 2.397 3.204 0.098
H 1.850 3.337 1.639 0.067
O -1.194 0.197 -0.795 0.050
C -0.832 0.490 -1.925 -0.533
O -0.270 1.626 -2.284 -0.003
C -0.087 2.734 -1.399 -0.195
C 1.393 2.972 -1.257 -0.054
C -0.663 -0.640 -2.915 0.009
H -0.656 2.459 -0.504 0.103
H -0.638 3.586 -1.804 0.128
H 1.853 3.312 -2.191 0.075
H 1.900 2.019 -1.086 0.080
H 1.733 3.716 -0.540 0.070
H 0.348 -0.673 -3.316 0.091
H -1.280 -0.321 -3.769 0.091
H -1.022 -1.551 -2.466 0.049
O 6.884 1.985 -0.834 0.127
C 5.958 2.597 -0.401 -0.537
O 5.335 3.637 -1.026 -0.026
C 5.941 4.240 -2.144 -0.245
C 5.538 3.735 -3.525 -0.066
C 5.219 2.273 0.848 0.018
H 7.029 4.193 -2.030 0.124
H 5.599 5.278 -2.161 0.121
H 5.903 4.423 -4.282 0.077
H 4.441 3.746 -3.535 0.070
H 5.806 2.707 -3.772 0.077
H 4.662 3.123 1.237 0.083
H 5.860 1.707 1.517 0.094
H 4.368 1.610 0.644 0.077
O -2.331 -5.802 0.485 0.091
C -2.555 -5.045 1.401 -0.553
O -3.790 -4.805 1.836 -0.026
C -4.898 -5.524 1.279 -0.222
C -6.133 -4.651 1.247 -0.056
C -1.539 -4.284 2.206 0.034
H -5.039 -6.421 1.894 0.125
H -4.596 -6.003 0.348 0.115
H -6.174 -4.119 0.300 0.058
H -6.062 -3.986 2.115 0.086
H -7.078 -5.143 1.471 0.077
H -1.126 -3.453 1.641 0.067
H -0.759 -5.031 2.375 0.094
H -1.952 -4.024 3.175 0.086
```

Calculated values
- 2S+1: 1
- HOMO: -8.4 eV
- HOMO-LUMO gap: 8.78 eV
- Molecular weight: 503.7 g/mol
- Strongest force on any atom: 3.58 eV/A